[1]
The following is a DFT calculation (ωB97M-V/def2-TZVPD) of C40H42CoFN6O3P as an isolated structure at a distorted geometry.

Geometry as XYZ:
```
94
Properties=species:S:1:pos:R:3:forces:R:3
Co -2.67201 -1.17869 0.91894 -0.008 -0.111 0.684
N -4.66363 -2.10884 0.44823 0.096 0.084 0.453
C -4.80837 -2.69766 -0.85968 0.059 -0.201 -0.578
C -5.89481 -3.50946 -1.15893 -0.045 0.015 0.006
C -6.00074 -4.08900 -2.41010 0.012 0.003 0.060
C -5.02448 -3.86491 -3.37011 0.078 0.001 -0.136
C -3.95311 -3.04078 -3.08727 -0.158 -0.031 0.087
C -3.83952 -2.45636 -1.82846 0.140 0.104 0.306
P -2.47063 -1.33547 -1.40353 -0.051 -0.279 -1.223
C -0.97371 -2.26863 -1.83894 0.032 0.068 0.159
C 0.23150 -1.57236 -1.92843 -0.171 -0.042 -0.007
C 1.40624 -2.24867 -2.19679 0.076 0.053 -0.035
C 1.39019 -3.62266 -2.37806 0.013 -0.018 -0.021
C 0.19807 -4.31920 -2.27720 0.103 -0.077 0.019
C -0.97874 -3.65037 -1.99377 -0.058 0.142 -0.004
C -2.63347 -0.11381 -2.74779 0.115 0.094 0.268
C -1.85668 -0.15521 -3.89968 0.001 -0.058 0.077
C -2.03069 0.80049 -4.88453 -0.035 0.103 -0.111
C -2.98468 1.79389 -4.73119 0.022 -0.013 -0.029
C -3.78867 1.81632 -3.60137 -0.081 0.092 -0.025
C -3.61057 0.86947 -2.61008 0.157 -0.075 0.072
H -4.81458 -2.83495 1.14695 -0.035 0.187 -0.023
H -5.38769 -1.40582 0.59204 0.054 -0.108 0.091
H -6.66135 -3.68577 -0.41735 -0.042 -0.018 0.093
H -6.84596 -4.71864 -2.63942 -0.080 -0.072 0.000
H -5.09882 -4.33544 -4.33897 -0.043 -0.008 -0.074
H -3.19586 -2.85611 -3.83633 0.037 0.034 -0.061
H 0.23349 -0.49669 -1.80435 0.067 0.091 -0.011
H 2.33630 -1.70314 -2.27703 0.078 0.062 -0.029
H 2.30376 -4.14927 -2.60830 0.089 -0.059 -0.004
H 0.18434 -5.38812 -2.41898 0.000 -0.119 0.021
H -1.90130 -4.20244 -1.90384 -0.043 -0.081 0.028
H -1.11494 -0.92900 -4.02892 0.057 -0.031 -0.029
H -1.42168 0.76600 -5.77630 0.033 0.010 -0.054
H -3.10152 2.55067 -5.49207 -0.057 0.031 -0.081
H -4.55041 2.57555 -3.49671 -0.026 0.042 0.031
H -4.22497 0.88707 -1.71877 -0.078 0.073 0.051
F 1.28181 4.40528 0.15382 0.110 0.003 0.030
C 1.75398 3.16045 0.39021 -0.257 -0.248 0.063
C 0.82582 2.16428 0.52872 0.282 0.044 -0.001
C 1.20929 0.84913 0.79740 0.226 0.147 0.048
C 0.18586 -0.16686 1.02240 0.502 -0.298 0.218
O -1.02033 0.17423 1.05329 -0.332 0.200 -0.190
C 0.69138 -1.48572 1.22049 -0.637 -0.093 0.075
C 2.03834 -1.69598 1.25409 -0.286 0.037 0.087
N 2.97508 -0.74168 1.10170 -0.144 -0.359 -0.120
C 4.36206 -1.09224 1.24149 0.421 -0.003 0.108
C 5.26189 -1.07706 0.03670 0.067 0.018 -0.040
C 4.84982 -2.37896 0.65286 0.016 0.042 0.038
C 2.58445 0.55711 0.88087 -0.447 0.586 -0.115
C 3.51532 1.59455 0.73786 -0.007 0.066 0.045
C 3.13799 2.91561 0.50800 -0.331 -0.541 -0.032
N 4.11514 3.90341 0.34622 0.233 0.219 -0.209
C 3.73816 5.25566 -0.04890 -0.209 0.072 -0.070
C 5.00711 6.07160 -0.33230 -0.612 0.457 0.185
N 6.07047 5.13809 -0.77703 0.155 0.060 -0.516
C 6.51401 4.28298 0.35772 0.114 -0.523 0.697
C 5.28196 3.92157 1.20640 0.058 0.037 0.100
C -0.18444 -2.73617 1.38829 0.968 -0.125 -0.155
O 0.39088 -3.80054 1.50598 0.178 -0.089 0.026
O -1.44844 -2.59213 1.38302 -1.033 0.245 0.067
H -0.22440 2.39273 0.43903 -0.101 0.085 0.007
H 2.37827 -2.70664 1.42812 0.049 -0.027 0.007
H 4.77642 -0.77261 2.19286 0.047 -0.081 -0.060
H 6.28234 -0.74825 0.16709 0.051 0.023 0.084
H 4.83384 -0.80644 -0.91770 -0.153 -0.039 -0.019
H 5.57519 -2.93891 1.22039 0.071 0.008 0.065
H 4.14997 -2.99742 0.11239 -0.100 0.036 -0.074
H 4.56155 1.34472 0.80424 0.084 0.000 -0.069
H 3.15653 5.77383 0.72413 0.087 0.022 -0.141
H 3.12833 5.19815 -0.95360 0.082 0.075 0.148
H 5.36168 6.60008 0.55477 0.119 -0.121 -0.133
H 4.80373 6.80740 -1.11042 0.166 -0.066 0.025
H 6.86475 5.64436 -1.18332 -0.175 -0.162 0.024
H 5.66304 4.53378 -1.50239 0.216 0.124 0.110
H 7.23323 4.83752 0.96019 0.029 0.059 -0.171
H 7.00134 3.39642 -0.04829 -0.042 0.105 -0.078
H 5.14907 4.66164 2.00670 0.034 -0.085 0.023
H 5.43322 2.95509 1.68201 0.046 0.135 -0.032
C -2.11369 1.59257 5.51653 0.115 0.077 -0.044
C -2.80299 0.60094 4.65807 -0.204 -0.174 -0.183
C -3.69198 -0.39869 4.99629 0.161 0.108 -0.257
C -4.01227 -1.05533 3.80420 0.168 0.379 0.155
N -3.36032 -0.48596 2.78474 -0.009 -0.151 -0.292
N -2.63825 0.51817 3.32570 0.032 0.154 0.483
C -4.95184 -2.19789 3.67587 0.064 -0.012 -0.129
H -2.54244 1.55844 6.51426 0.050 0.061 0.027
H -2.22131 2.60142 5.12217 -0.015 0.071 0.023
H -1.04988 1.36349 5.58637 0.023 0.021 0.057
H -4.05341 -0.62913 5.97672 -0.092 -0.046 0.213
H -2.03108 1.06674 2.73470 0.008 -0.162 -0.022
H -5.31066 -2.47248 4.66389 -0.054 -0.059 -0.027
H -4.45507 -3.06493 3.24505 0.015 -0.132 -0.016
H -5.81079 -1.92135 3.06705 -0.116 -0.067 -0.015
```
Positions in Å, forces in eV/Å.

Summary:
2S+1 ... 4
Gap between HOMO and LUMO (alpha / beta) ... 7.452 / 7.833 eV
ΔE to the lowest compared entry with this formula, charge and spin ... 56.20 kJ/mol
HOMO (alpha / beta) ... -12.280 / -12.661 eV
LUMO level (alpha / beta) ... -4.83 / -4.83 eV
Charge ... +2
<S²> ... 3.759



[2]
The following is a DFT calculation (ωB97M-V/def2-TZVPD) of C40H42F3MoN2P2Si2 as an isolated structure at a distorted geometry.

Geometry as XYZ:
```
92
Properties=species:S:1:pos:R:3:forces:R:3
Mo -0.20807 -0.52725 0.21462 0.799 -0.702 -0.652
C -2.85932 -2.24169 -1.70808 -0.030 0.051 0.041
Si -3.45519 -0.80337 -0.68036 -0.227 -0.102 -0.041
C -4.18897 -1.35096 0.94523 0.037 0.003 -0.074
C -4.67606 0.24361 -1.63047 0.025 -0.079 0.011
N -1.99479 0.12215 -0.29664 -0.359 0.402 -0.196
P -1.66916 1.68387 0.18790 -0.480 -0.248 -0.233
C -0.08520 1.41053 0.73153 0.833 0.418 0.316
P 1.49906 1.55145 0.02807 -0.414 0.019 0.089
N 1.72304 -0.04123 -0.26285 -0.178 0.115 -0.142
Si 3.13273 -1.04337 -0.62678 0.201 -0.046 -0.104
C 2.62556 -2.25011 -1.96172 0.028 0.036 0.091
C 3.71180 -1.90547 0.91966 -0.005 0.034 -0.074
C 4.51017 0.05618 -1.25993 -0.048 -0.064 -0.029
C 1.54623 2.48048 -1.51306 -0.020 -0.031 0.101
C 1.41130 3.86800 -1.50315 -0.004 0.008 0.012
C 1.42842 4.57074 -2.69614 0.007 0.008 0.001
C 1.58968 3.89460 -3.89952 0.008 -0.007 0.011
C 1.71847 2.51389 -3.91275 -0.003 -0.004 -0.006
C 1.68897 1.80470 -2.72090 -0.021 0.000 -0.015
C 2.70031 2.29469 1.13009 -0.021 -0.069 0.032
C 3.79413 3.01540 0.65350 -0.015 -0.055 0.021
C 4.72247 3.52334 1.54886 0.038 0.025 -0.011
C 4.56432 3.31328 2.91164 -0.009 -0.005 -0.006
C 3.47521 2.59567 3.38937 0.004 -0.010 -0.025
C 2.54216 2.08901 2.50027 -0.001 -0.001 0.030
C -2.81978 2.18740 1.46521 0.081 -0.039 0.069
C -2.48167 1.91545 2.78935 0.000 0.016 0.000
C -3.39253 2.16884 3.80267 -0.005 0.005 -0.041
C -4.64059 2.69082 3.49087 0.004 -0.005 0.024
C -4.97861 2.96656 2.17250 -0.048 0.025 -0.012
C -4.07148 2.71841 1.15509 0.038 -0.056 0.017
C -1.85599 2.81478 -1.19081 0.024 0.145 0.218
C -2.01555 4.17691 -0.92882 -0.029 -0.060 -0.028
C -2.14239 5.06823 -1.98034 0.007 0.019 -0.035
C -2.09797 4.60423 -3.28903 -0.011 0.033 0.009
C -1.91736 3.25385 -3.55018 0.006 -0.063 0.021
C -1.79522 2.35486 -2.50085 0.020 0.008 -0.031
H -3.68704 -2.92278 -1.91855 0.011 -0.005 -0.002
H -2.08654 -2.81770 -1.19137 -0.004 -0.006 0.016
H -2.45565 -1.90792 -2.66693 0.001 0.011 0.005
H -5.08693 -1.95458 0.79696 0.001 0.005 -0.013
H -4.46335 -0.48775 1.55726 0.010 0.004 0.000
H -3.47011 -1.95143 1.50860 -0.003 -0.001 -0.002
H -5.46441 -0.41149 -2.01190 -0.003 0.010 0.006
H -4.22962 0.74931 -2.48783 0.018 0.003 0.006
H -5.16114 0.99010 -0.99943 0.037 0.012 0.010
H 1.70888 -2.78180 -1.69894 0.002 -0.021 0.020
H 3.41580 -2.99235 -2.10157 -0.020 -0.008 -0.007
H 2.47346 -1.75682 -2.92447 -0.014 0.030 0.015
H 2.94985 -2.56018 1.34184 -0.030 -0.007 -0.007
H 3.99864 -1.17724 1.68222 -0.010 0.011 -0.006
H 4.59546 -2.50679 0.68956 -0.006 -0.008 0.026
H 4.20291 0.66403 -2.11433 0.019 0.006 0.039
H 5.33870 -0.57450 -1.59336 -0.006 -0.010 0.007
H 4.90236 0.71557 -0.48425 -0.021 0.013 0.014
H 1.29928 4.39832 -0.56404 0.002 0.003 -0.002
H 1.32313 5.64760 -2.68836 -0.001 -0.002 0.001
H 1.61547 4.44874 -4.82877 0.000 -0.001 -0.002
H 1.84383 1.98611 -4.84906 0.001 0.010 -0.004
H 1.78077 0.72611 -2.72683 -0.001 0.000 -0.005
H 3.92377 3.17656 -0.40894 -0.002 0.006 -0.008
H 5.57125 4.08440 1.18114 -0.003 0.001 0.005
H 5.29158 3.71322 3.60577 0.002 0.002 -0.003
H 3.35293 2.43530 4.45201 -0.002 0.003 0.000
H 1.68230 1.53914 2.86434 -0.002 0.003 0.000
H -1.50194 1.51102 3.01495 -0.005 0.004 0.020
H -3.13093 1.96198 4.83151 0.004 -0.001 0.000
H -5.35309 2.88886 4.28073 -0.003 0.002 -0.005
H -5.95053 3.38006 1.93823 0.003 0.000 -0.002
H -4.33332 2.93973 0.12812 -0.010 0.007 -0.006
H -2.05561 4.53438 0.09334 -0.004 0.008 -0.005
H -2.27907 6.12282 -1.78107 -0.003 -0.001 -0.002
H -2.20412 5.30030 -4.11099 0.000 0.004 0.004
H -1.87642 2.89797 -4.57112 0.002 0.004 -0.001
H -1.65539 1.29811 -2.69357 -0.011 0.001 -0.028
F 0.07276 -9.77596 2.87892 -0.063 -0.007 0.059
C 0.94596 -9.26294 2.00491 -0.005 0.003 -0.002
F 2.17937 -9.51650 2.47121 0.088 0.004 0.043
F 0.81743 -9.94974 0.85780 -0.021 -0.038 -0.092
C 0.73885 -7.78996 1.78164 -0.011 0.039 0.001
C -0.28434 -7.10600 2.41823 0.013 -0.022 -0.009
C -0.45145 -5.75149 2.18395 0.002 0.042 -0.008
C 0.40573 -5.07937 1.31253 -0.017 -0.078 0.058
C 1.43701 -5.78017 0.67905 0.005 0.025 -0.016
C 1.60039 -7.13077 0.91290 0.005 0.004 0.005
C 0.23687 -3.68217 1.06038 0.069 0.010 -0.177
C 0.13506 -2.50199 0.76736 -0.251 0.213 0.696
H -0.94739 -7.62873 3.09257 0.000 0.000 0.001
H -1.24611 -5.20636 2.67474 0.000 -0.004 0.000
H 2.10117 -5.25510 0.00558 -0.001 -0.003 -0.004
H 2.39541 -7.67762 0.42331 0.002 0.003 0.000
```
Positions in Å, forces in eV/Å.

Summary:
2S+1 ... 3
Gap between HOMO and LUMO (alpha / beta) ... 7.165 / 7.657 eV
ΔE to the lowest compared entry with this formula, charge and spin ... 13.37 kJ/mol
HOMO (alpha / beta) ... -10.688 / -11.126 eV
LUMO level (alpha / beta) ... -3.52 / -3.47 eV
Charge ... +1
<S²> ... 2.025



- Which of these has the highest charge?
  C40H42CoFN6O3P



- What is the formula in the first record?
  C40H42CoFN6O3P



- The lowest 2S+1 belongs to which entry?
  C40H42F3MoN2P2Si2